{"formula": "C39H40Cl3CrN8O3", "method": "ωB97M-V/def2-TZVPD", "total_energy_ha": -4598.9628, "e_lumo_ev": [-2.596, -2.703], "spin_multiplicity": 5, "e_homo_ev": [-10.27, -10.52], "total_charge": 1, "s2": 6.009, "mol_weight_da": 827.16, "homo_lumo_gap_ev": [7.7, 7.8], "elements": ["Cr", "C", "N", "C", "C", "N", "C", "C", "C", "C", "C", "C", "N", "C", "N", "C", "C", "C", "C", "C", "C", "N", "H", "H", "H", "H", "H", "H", "H", "H", "H", "H", "H", "H", "H", "H", "H", "Cl", "C", "C", "C", "Cl", "C", "O", "C", "C", "O", "C", "H", "H", "H", "C", "C", "C", "C", "C", "O", "C", "C", "C", "C", "C", "C", "Cl", "C", "C", "C", "N", "C", "N", "C", "N", "H", "H", "H", "H", "H", "H", "H", "H", "H", "H", "H", "H", "H", "H", "H", "H", "H", "H", "H", "H", "H", "H"], "xyz": [[0.73148, 0.00198, 0.02086], [-1.92529, -1.70791, -0.31142], [-1.01616, -1.28745, -1.37919], [-1.60603, -0.40880, -2.37514], [-1.64061, 0.99723, -1.86262], [-1.45122, 1.33137, -0.61413], [-1.59884, 2.72078, -0.59288], [-1.53785, 3.61927, 0.47030], [-1.72767, 4.95814, 0.18554], [-1.96561, 5.40929, -1.12134], [-2.04693, 4.53068, -2.18138], [-1.86579, 3.18700, -1.88219], [-1.89708, 2.05223, -2.67550], [-1.08458, -2.22718, 0.80670], [0.02919, -1.63692, 1.17411], [0.59856, -2.46197, 2.14275], [1.81181, -2.36275, 2.82133], [2.10957, -3.35162, 3.73537], [1.23045, -4.42027, 3.97456], [0.03706, -4.54175, 3.29458], [-0.25210, -3.54441, 2.37061], [-1.31144, -3.36691, 1.49257], [-2.65883, -2.45951, -0.62745], [-2.46662, -0.82449, 0.03257], [-0.60381, -2.09490, -1.82972], [-2.62222, -0.70784, -2.66984], [-0.98819, -0.45292, -3.27477], [-1.36027, 3.27402, 1.48041], [-1.70209, 5.68314, 0.98526], [-2.09558, 6.46893, -1.29573], [-2.23599, 4.87552, -3.18836], [-2.02075, 2.01716, -3.67239], [2.50459, -1.55681, 2.62241], [3.04299, -3.30846, 4.27876], [1.50362, -5.17296, 4.70077], [-0.62857, -5.37529, 3.46937], [-2.11254, -3.96511, 1.38397], [5.40558, 1.69344, -5.42037], [4.23073, 1.56379, -4.15480], [3.49811, 2.70725, -3.78997], [2.56371, 2.64173, -2.79534], [1.66612, 4.05278, -2.33594], [2.28671, 1.43272, -2.08940], [1.41409, 1.44272, -1.14821], [3.04076, 0.29593, -2.48597], [2.85060, -0.98512, -1.87288], [2.00614, -1.28983, -1.01687], [4.01015, 0.38115, -3.51182], [3.68145, 3.64537, -4.29629], [3.53189, -1.77689, -2.21181], [4.57176, -0.50223, -3.78680], [0.70674, 6.58267, 5.37895], [0.88409, 5.53707, 4.26511], [0.29722, 6.11672, 2.98123], [0.03031, 4.31778, 4.65325], [2.40685, 5.16052, 4.10487], [2.83019, 4.40829, 5.24091], [3.36716, 6.39802, 3.98733], [4.05748, 6.77262, 2.65861], [3.18371, 7.39684, 1.60014], [2.86814, 6.72666, 0.42406], [1.98379, 7.26521, -0.50046], [1.42886, 8.50714, -0.25214], [0.29965, 9.18483, -1.38706], [1.77104, 9.22819, 0.88197], [2.64648, 8.66776, 1.79625], [2.75130, 4.26975, 2.90851], [2.02938, 3.01731, 2.71220], [1.55599, 2.58430, 1.54704], [1.10573, 1.34141, 1.67919], [1.36599, 1.06309, 2.98805], [1.94392, 2.03881, 3.63678], [-0.34651, 6.64093, 5.65358], [1.01030, 7.57977, 5.06446], [1.25373, 6.34227, 6.29433], [-0.74411, 6.39378, 3.15809], [0.30697, 5.38688, 2.16997], [0.81781, 7.00770, 2.64234], [-0.95242, 4.66675, 4.97444], [0.47397, 3.73581, 5.45708], [-0.13167, 3.65100, 3.80842], [2.69075, 4.93962, 6.03249], [4.17324, 6.16895, 4.68735], [2.87223, 7.28372, 4.37855], [4.58060, 5.91124, 2.23610], [4.84684, 7.48262, 2.91826], [3.31547, 5.76084, 0.21673], [1.72910, 6.72861, -1.40346], [1.34806, 10.20917, 1.04516], [2.90148, 9.22526, 2.69010], [3.81043, 4.01403, 2.97373], [2.59049, 4.82753, 1.98984], [1.55351, 3.15816, 0.63418], [1.11888, 0.12835, 3.46069]], "atomic_forces_ev_per_a": [[-0.14, 0.20, 0.04], [-0.09, 0.01, -0.03], [-0.02, 0.05, 0.06], [-0.03, 0.02, -0.09], [0.01, -0.06, 0.02], [-0.01, -0.01, -0.11], [0.05, -0.04, 0.04], [0.03, 0.03, -0.03], [0.01, -0.02, 0.00], [-0.01, 0.05, 0.04], [0.04, -0.03, 0.02], [-0.04, 0.04, -0.05], [0.05, 0.00, 0.07], [0.01, 0.03, 0.01], [0.10, -0.10, -0.13], [-0.04, 0.06, 0.07], [0.00, -0.05, -0.02], [-0.03, -0.01, 0.01], [0.05, 0.00, 0.02], [0.00, 0.02, -0.02], [0.02, -0.04, 0.07], [-0.01, 0.10, 0.01], [0.03, 0.01, -0.01], [0.00, -0.03, -0.01], [0.05, 0.00, 0.06], [0.04, -0.03, 0.02], [-0.01, 0.03, 0.01], [0.00, -0.01, 0.03], [0.02, 0.03, 0.04], [0.00, 0.01, 0.00], [-0.02, 0.00, -0.03], [-0.02, 0.02, 0.00], [0.00, 0.02, 0.00], [0.01, 0.00, 0.01], [0.00, 0.00, 0.01], [-0.02, -0.01, -0.01], [0.01, -0.02, -0.01], [0.01, -0.02, 0.00], [-0.05, 0.01, 0.05], [0.03, 0.01, -0.03], [0.00, -0.07, 0.05], [0.02, -0.05, -0.01], [-0.01, 0.17, 0.05], [-0.05, -0.18, -0.04], [0.00, -0.12, -0.01], [-0.06, 0.06, 0.05], [0.18, -0.04, -0.16], [-0.03, 0.08, -0.01], [0.00, 0.00, -0.01], [-0.02, -0.04, -0.03], [0.02, -0.01, -0.01], [0.10, 0.04, 0.03], [0.06, -0.05, 0.00], [0.03, -0.04, -0.04], [0.05, -0.02, -0.04], [-0.01, 0.02, -0.03], [-0.06, -0.05, 0.02], [0.00, 0.00, 0.06], [0.11, -0.05, -0.08], [-0.03, 0.02, 0.05], [-0.05, -0.01, 0.00], [0.00, 0.03, 0.03], [-0.03, 0.04, -0.04], [0.01, -0.03, 0.01], [-0.02, -0.04, 0.00], [-0.05, -0.04, 0.04], [-0.09, -0.05, -0.04], [0.09, -0.14, -0.08], [-0.18, 0.00, -0.07], [0.09, 0.02, 0.01], [-0.06, -0.01, 0.09], [-0.04, 0.05, 0.13], [0.00, 0.01, -0.02], [0.02, 0.04, -0.01], [-0.02, -0.04, 0.01], [-0.03, -0.01, 0.01], [0.01, -0.02, -0.05], [0.09, 0.11, -0.03], [0.00, -0.01, -0.01], [0.03, 0.00, 0.04], [0.01, -0.06, -0.05], [0.01, -0.01, -0.01], [-0.01, 0.03, -0.02], [-0.03, 0.06, -0.02], [-0.01, 0.06, 0.02], [-0.03, 0.02, 0.02], [0.01, -0.01, -0.04], [0.01, 0.02, -0.01], [0.00, 0.02, 0.00], [0.01, 0.01, 0.01], [-0.04, 0.04, 0.10], [-0.01, -0.01, 0.03], [-0.05, 0.02, -0.03], [-0.01, -0.01, 0.01]]}